Entry 1:
Here is a cluster of 4 separate species, C9H16N4O2 in total in a non-equilibrium geometry from the Open Molecules 2025 dataset. Energies are from ωB97M-V with the def2-TZVPD basis set.

Each line ends with the Mulliken charge.
Geometry (Å):
C -10.672 -1.350 1.762  -0.462
C -10.288 -0.269 0.992  -0.225
C -11.966 -1.601 1.429  -0.101
C -13.474 1.207 -1.635  0.526
C 7.619 -1.199 -0.741  0.658
C 12.393 -0.621 -0.958  -1.151
C 12.783 1.664 -0.126  -1.255
C 11.319 0.104 1.227  -1.413
C 12.106 0.412 0.034  1.203
N -12.354 -0.745 0.511  -0.062
N -14.004 0.116 -1.422  -0.580
N -12.689 2.106 -1.566  -0.509
N -11.361 0.124 0.271  -0.023
O 6.582 -1.544 -1.029  -0.286
O 8.655 -0.804 -0.405  -0.412
H -10.198 -1.998 2.505  0.353
H -9.265 0.198 1.019  0.403
H -12.499 -2.431 1.894  0.437
H 13.469 -0.675 -1.468  0.370
H 12.011 -1.537 -0.542  0.384
H 11.889 -0.437 -1.823  0.412
H 12.325 2.565 0.495  0.368
H 12.763 2.086 -1.027  0.473
H 13.774 1.561 0.354  0.356
H 10.384 -0.206 0.972  0.402
H 11.673 -0.712 1.783  0.460
H 11.113 0.793 1.990  0.431
H -14.931 -0.080 -1.653  0.229
H -11.586 0.904 -0.463  0.264
H -12.338 2.856 -2.193  0.300
H -13.232 -0.486 -0.186  0.450

Summary:
Gap between HOMO and LUMO ... 8.23 eV
ΔE to the lowest compared entry with this formula, charge and spin ... 4.9 kJ/mol
2S+1 ... 1
HOMO level ... -15.15 eV
Molecular weight ... 212.25 g/mol
LUMO energy ... -0.254 Ha
Charge ... +2



Entry 2:
Here is a cluster of 4 separate species, C24H56 in total in a non-equilibrium geometry from the Open Molecules 2025 dataset. Energies are from ωB97M-V with the def2-TZVPD basis set.

Each line ends with the Mulliken charge.
Geometry (Å):
C -2.322 -3.219 -3.699  -1.169
C -3.108 -2.127 -2.855  -1.194
C -2.157 -1.642 -1.751  -0.221
C -2.985 -0.510 -0.947  -1.813
C -1.894 0.169 0.068  0.995
C -2.778 1.005 1.060  -1.165
H -3.167 -3.570 -4.233  0.406
H -1.811 -4.090 -3.135  0.243
H -1.602 -2.698 -4.334  0.315
H -3.833 -2.682 -2.429  0.390
H -3.532 -1.422 -3.341  0.810
H -1.365 -1.263 -2.213  0.838
H -1.934 -2.436 -1.195  -0.582
H -3.775 -0.842 -0.422  0.881
H -3.442 0.241 -1.470  0.924
H -1.307 0.857 -0.560  -0.076
H -1.190 -0.521 0.628  -0.439
H -3.575 1.505 0.303  0.296
H -2.147 1.622 1.717  0.358
H -3.526 0.297 1.807  0.186
C 4.583 4.248 -2.984  -1.486
C 3.297 5.022 -3.021  -0.037
C 2.190 4.067 -3.353  -1.790
C 0.801 4.827 -3.092  -0.839
C -0.451 3.826 -3.410  -0.924
C -0.795 2.730 -2.422  -0.686
H 4.597 3.335 -2.584  0.495
H 5.629 4.680 -2.485  0.253
H 4.988 3.849 -3.904  0.458
H 3.469 6.041 -3.859  0.212
H 2.872 5.403 -2.038  0.254
H 2.005 3.244 -2.865  0.871
H 2.195 3.931 -4.178  0.845
H 0.675 5.825 -3.670  0.393
H 0.702 5.196 -2.055  0.386
H -0.335 3.494 -4.441  0.349
H -1.037 4.687 -3.751  0.419
H -1.602 2.213 -2.768  0.265
H -0.817 2.926 -1.339  0.292
H 0.242 2.339 -2.620  0.298
C 2.517 3.215 1.574  -1.218
C 1.609 1.901 1.531  0.139
C 2.379 0.612 1.441  -0.108
C 2.987 0.135 2.853  -0.396
C 3.733 -1.140 2.713  -0.190
C 4.291 -1.758 3.972  -1.310
H 3.099 3.485 0.711  0.277
H 3.194 3.309 2.441  0.289
H 2.062 4.211 1.138  0.354
H 0.734 1.800 0.751  -0.314
H 1.182 1.961 2.465  0.319
H 3.116 0.568 0.672  0.463
H 1.653 -0.155 1.241  -0.206
H 2.325 0.127 3.740  0.289
H 3.843 0.990 3.218  0.187
H 4.542 -1.141 2.031  0.428
H 3.063 -1.793 2.073  0.130
H 3.568 -2.071 4.761  0.272
H 5.040 -1.110 4.488  0.372
H 4.924 -2.882 3.703  0.240
C 0.222 -3.154 3.501  -1.129
C 0.148 -3.087 1.955  0.203
C -1.220 -3.757 1.389  -0.306
C -2.636 -3.221 1.848  -0.008
C -3.671 -4.091 1.213  0.324
C -4.975 -3.797 1.754  -1.780
H 1.152 -2.925 3.953  0.240
H 0.031 -4.194 3.786  0.365
H -0.623 -2.603 4.038  0.241
H 1.065 -3.610 1.735  0.371
H 0.268 -2.097 1.628  -0.455
H -1.149 -4.825 1.806  0.421
H -0.983 -3.671 0.183  -0.260
H -2.750 -2.194 1.725  -0.215
H -2.736 -3.269 2.977  0.496
H -3.284 -5.235 1.449  0.199
H -4.034 -3.951 0.030  -0.114
H -5.452 -2.928 1.465  0.472
H -5.231 -3.966 2.736  0.451
H -5.756 -4.275 1.151  0.459

Summary:
Gap between HOMO and LUMO ... 10.50 eV
ΔE to the lowest compared entry with this formula, charge and spin ... 1240.4 kJ/mol
2S+1 ... 1
HOMO level ... -9.68 eV
SMILES ... CCCCCC.CCCCCC.CCCCCC.CCCCCC
Molecular weight ... 344.71 g/mol
LUMO energy ... 0.030 Ha